1.
Formula: C22H39Cl2FeN4O4
Source: the Open Molecules 2025 dataset
Level of theory: wB97M-V/def2-TZVPD

The geometry in XYZ format:
```
72
Properties=species:S:1:pos:R:3:forces:R:3
O -2.94091 1.57361 -0.79162 2.5 1.1 0.9
C -3.25666 0.32646 -1.05964 -1.5 0.5 -0.2
C -4.14239 -0.24947 0.05608 1.0 -0.2 -0.8
C -3.64751 -0.50013 1.33538 -0.5 -0.3 0.2
H -2.60634 -0.26988 1.58979 -0.4 -0.1 -0.2
C -4.52285 -1.05414 2.27810 0.2 0.3 -0.2
H -4.15184 -1.25892 3.28456 -0.2 0.0 -0.2
C -5.85251 -1.33138 1.93725 -0.2 -0.1 -0.1
H -6.52607 -1.75850 2.68478 0.2 0.1 -0.2
C -6.33047 -1.05157 0.64933 0.3 0.2 0.2
H -7.35518 -1.27140 0.35534 0.1 0.0 0.2
C -5.47013 -0.47271 -0.28287 -0.2 -0.5 0.5
H -5.79983 -0.22221 -1.29516 0.0 -0.1 0.3
H -3.97314 0.60534 -1.85353 -0.6 -1.8 -1.2
C -2.03749 -0.28089 -3.22430 0.8 0.1 -1.1
C -2.41092 -0.77242 -1.87763 -1.9 -0.7 0.9
H -2.75257 -0.61677 -4.00221 0.2 0.1 0.4
H -1.03987 -0.66173 -3.52126 -0.6 0.5 0.0
H -2.02608 0.81646 -3.23610 0.1 -0.3 0.1
C -2.60387 -2.12689 -1.61800 0.3 1.6 0.2
C -2.46907 -3.26607 -2.59524 -0.3 -0.1 -0.3
H -3.00093 -2.38788 -0.63887 0.0 0.0 -0.1
H -3.43572 -3.78185 -2.62769 0.1 -0.1 -0.1
H -1.74089 -4.04508 -2.29060 -0.1 0.1 -0.1
H -2.20872 -2.91266 -3.59572 0.0 -0.2 0.1
Fe -0.46589 -2.30945 -1.45161 -0.1 0.6 0.6
Cl -0.26223 -3.06507 0.56759 0.2 -0.4 0.7
Cl 0.89884 -2.13274 -3.10831 0.8 -0.2 -0.7
C 3.04919 -1.43143 0.22908 -0.7 1.2 0.3
O 2.75086 -0.24059 0.33841 0.4 -1.6 -0.2
N 4.31604 -1.88469 0.06432 0.6 -0.3 -0.1
C 5.39114 -0.93976 -0.16649 0.0 -0.2 0.1
C 4.68071 -3.29298 0.15300 -0.2 0.4 -0.2
H 2.29997 -2.25168 0.25448 0.2 0.3 0.1
H 4.95546 0.06134 -0.22936 0.1 -0.2 0.0
H 5.91237 -1.19367 -1.10021 -0.1 0.1 0.1
H 6.11746 -0.99156 0.65784 -0.1 0.1 -0.1
H 3.79251 -3.88865 0.39587 0.2 0.1 -0.1
H 5.43898 -3.43741 0.93817 -0.2 0.0 -0.1
H 5.10537 -3.64484 -0.79941 -0.1 0.0 0.2
H 1.96594 3.05026 -3.75075 -0.1 -0.2 0.0
H 0.19260 4.97154 -3.12571 -0.1 -0.1 0.0
C 1.05593 2.45400 -3.92547 -0.1 0.1 0.0
C -0.57281 4.18983 -3.24605 0.0 -0.4 0.1
N -0.01658 2.86233 -3.03547 0.4 0.1 -0.2
H 1.27451 1.39435 -3.75922 0.0 0.3 0.0
C -0.15168 2.21201 -1.84133 0.2 -0.5 0.9
O 0.52150 1.24061 -1.49686 -0.6 0.9 -0.7
H -1.37863 4.35221 -2.52509 0.1 0.0 -0.1
H -0.94984 2.62699 -1.19730 0.1 -0.2 -0.2
H 0.74207 2.61789 -4.96279 0.0 -0.1 0.1
H -0.97587 4.27297 -4.26239 0.0 0.0 0.1
C 0.93583 2.86362 1.51614 -0.4 0.0 -0.4
N 1.57136 2.07348 2.54637 0.0 -0.4 0.4
C 2.03293 2.82113 3.70562 0.1 -0.1 0.0
C 1.05851 0.76708 2.73762 -0.5 0.1 -0.2
O -0.08915 0.43404 2.43277 1.4 0.4 0.2
N 1.96972 -0.10405 3.29695 -0.3 0.2 -0.2
C 3.35288 0.22599 3.57935 -0.3 0.1 -0.1
C 1.54613 -1.46212 3.50499 -0.3 -0.3 0.4
H 1.29349 3.89763 1.61512 -0.1 -0.3 -0.2
H -0.16323 2.83572 1.60388 0.3 0.1 -0.1
H 1.21488 2.46305 0.53282 -0.2 0.2 0.2
H 1.77648 2.30438 4.64135 0.1 0.2 -0.2
H 3.12326 2.96553 3.66813 -0.1 0.1 0.2
H 1.56307 3.81539 3.70527 0.0 -0.3 0.2
H 3.46219 0.63578 4.59548 0.2 -0.1 -0.2
H 3.95824 -0.68392 3.50538 -0.1 0.1 -0.1
H 3.70061 0.95881 2.84546 0.0 -0.2 0.1
H 0.64399 -1.65341 2.91610 0.2 0.0 0.1
H 2.33770 -2.16210 3.20539 -0.1 0.1 0.0
H 1.32519 -1.62717 4.57073 0.0 -0.2 -0.1
```
Forces are in eV/Å.

Net charge: -1
LUMO energy (alpha / beta) (eV): 2.58 / 2.58
HOMO-LUMO gap (alpha / beta) (eV): 5.893 / 5.886
Total energy (eV): -97030.609
HOMO (alpha / beta) (eV): -3.313 / -3.307
2S+1: 5

Which charges does Mulliken predict for the atoms? In e, they are:
1. O -0.85
2. C -0.06
3. C -0.36
4. C -0.17
5. H 0.77
6. C -0.46
7. H 0.39
8. C -0.41
9. H 0.32
10. C -0.57
11. H 0.36
12. C -0.36
13. H 0.30
14. H 0.15
15. C -1.49
16. C 1.51
17. H 0.37
18. H 0.31
19. H 0.31
20. C -1.12
21. C -1.16
22. H 0.79
23. H 0.38
24. H 0.38
25. H 0.36
26. Fe 0.48
27. Cl -0.59
28. Cl -0.60
29. C 0.67
30. O -0.64
31. N 0.17
32. C -1.01
33. C -0.95
34. H -0.08
35. H 0.22
36. H 0.35
37. H 0.32
38. H 0.28
39. H 0.30
40. H 0.33
41. H 0.33
42. H 0.32
43. C -1.01
44. C -0.97
45. N 0.36
46. H 0.20
47. C 0.06
48. O -0.44
49. H 0.30
50. H 0.37
51. H 0.36
52. H 0.29
53. C -0.94
54. N 0.38
55. C -1.18
56. C 0.22
57. O -0.67
58. N 0.38
59. C -1.08
60. C -0.95
61. H 0.51
62. H 0.28
63. H 0.07
64. H 0.31
65. H 0.28
66. H 0.51
67. H 0.31
68. H 0.38
69. H 0.32
70. H 0.14
71. H 0.38
72. H 0.27



2.
Formula: C22H39Cl3N3O3SiSn
Source: the Open Molecules 2025 dataset
Level of theory: wB97M-V/def2-TZVPD

The geometry in XYZ format:
```
72
Properties=species:S:1:pos:R:3:forces:R:3
C 1.04564 1.83561 -3.42586 -0.3 0.1 0.0
C 1.82351 2.16257 -2.19889 1.0 0.6 0.9
H 1.18567 2.59192 -4.20134 0.0 -0.2 0.0
H -0.01698 1.78386 -3.17037 0.0 0.0 -0.1
H 1.31769 0.84479 -3.80830 0.0 0.2 0.0
C 2.34072 3.37454 -1.93887 0.0 -0.6 -0.2
C 2.15242 4.55841 -2.82699 -0.2 0.5 -0.3
H 2.97134 3.54133 -1.06314 -0.3 -0.2 -0.1
H 1.10986 4.65304 -3.16299 0.2 0.0 0.0
H 2.78956 4.52282 -3.72568 -0.1 0.0 0.2
H 2.39954 5.47953 -2.29012 0.0 0.0 -0.1
Sn -0.22235 -0.76824 0.19463 0.1 1.2 -0.8
Cl 0.88328 -2.22000 -1.39628 1.6 -1.8 -1.8
Cl -2.46681 -0.06869 -0.03614 -3.6 1.1 -0.2
H -2.35298 -4.75840 4.10830 0.1 0.2 0.0
H -1.87021 -6.49833 2.34923 -0.1 0.2 -0.2
C -2.65644 -4.03282 3.34218 0.1 -0.2 -0.1
C -2.31140 -5.78365 1.63803 -0.1 0.3 0.1
N -2.04922 -4.41218 2.07052 -0.8 -1.0 0.3
H -2.36039 -3.02487 3.63451 0.0 -0.1 -0.2
C -1.38861 -3.57441 1.27937 1.2 3.2 0.8
O -1.06921 -2.39475 1.60589 -1.7 -4.6 1.0
H -1.87200 -5.93451 0.64628 -0.1 0.0 0.2
H -1.10543 -3.99112 0.30596 0.1 0.1 0.0
H -3.75093 -4.10096 3.25975 0.2 0.2 0.0
H -3.39567 -5.97034 1.59947 0.3 0.0 -0.1
H -1.05611 2.90023 -0.36555 -0.2 -0.2 0.3
H 1.10206 4.51227 1.20101 -0.1 -0.1 0.2
C -1.47543 3.16525 0.61531 0.2 -0.2 -0.3
C 0.29230 4.33368 1.92810 0.3 -0.3 -0.2
N -0.43693 3.10350 1.63623 0.3 0.3 0.5
H -2.27564 2.47028 0.87793 0.1 0.0 -0.2
C -0.11011 1.91991 2.21185 -1.1 -1.6 -0.1
O -0.71471 0.84351 2.00131 1.0 2.4 1.2
H 0.72128 4.30423 2.94069 -0.1 0.0 -0.3
H 0.75447 1.91621 2.91531 -0.4 0.5 -0.2
H -1.85350 4.18547 0.54305 0.0 0.0 0.2
H -0.38553 5.18896 1.84993 0.0 -0.2 0.2
O 0.64372 0.96540 -0.58919 1.0 1.0 -0.4
C 1.91200 1.02733 -1.19008 -0.7 0.2 0.4
C 2.79900 1.93091 1.00985 0.0 0.1 0.1
C 3.01949 1.18617 -0.13978 0.2 -0.2 -0.9
H 1.81045 2.36740 1.13118 0.4 -0.2 -0.1
C 3.81292 2.14697 1.94072 -0.2 0.0 -0.3
H 2.08234 0.11602 -1.77845 0.4 -0.2 0.2
C 4.28498 0.63560 -0.36416 0.0 0.3 0.3
H 3.59222 2.75235 2.81804 0.2 -0.1 0.0
C 5.09039 1.63822 1.70505 -0.1 -0.1 -0.1
C 5.31830 0.87175 0.55700 -0.1 0.0 -0.3
H 4.43891 0.06761 -1.29162 0.1 0.2 0.5
H 5.90231 1.86838 2.39840 -0.2 -0.2 -0.2
H 6.31584 0.48133 0.35151 -0.2 0.1 0.1
Si -3.28044 -1.65973 -2.67011 -0.6 0.9 -0.2
Cl -1.72746 -0.28732 -3.09190 -0.7 -0.4 -0.5
C -4.79850 -0.97536 -1.78249 -0.1 0.2 0.9
C -2.41213 -3.22391 -2.14888 0.2 -0.4 0.0
C -4.25786 -1.88725 -4.27362 0.7 -0.3 -0.3
H -4.66827 -0.63780 -0.74762 0.0 -0.1 -0.5
H -5.60913 -1.72017 -1.77949 0.2 0.0 -0.3
H -5.13752 -0.11521 -2.38425 0.1 -0.2 0.2
H -4.80645 -0.96336 -4.50355 0.2 -0.3 0.0
H -4.99014 -2.68435 -4.09346 0.1 0.0 -0.2
H -3.60336 -2.15796 -5.10822 -0.3 0.0 -0.1
H -1.40062 -2.99303 -1.78154 -0.3 0.1 -0.1
H -2.26496 -3.85644 -3.03984 -0.1 0.2 0.2
H -2.92115 -3.83014 -1.38947 -0.1 0.2 -0.1
C 2.78491 -1.35206 3.93705 0.1 -0.1 0.6
C 2.01645 -1.18373 2.72813 -1.1 0.4 -2.1
N 1.44507 -1.00331 1.72750 3.5 -0.4 3.0
H 3.28327 -2.34091 3.90101 -0.2 0.6 0.2
H 2.09853 -1.30703 4.80827 0.5 0.0 -0.3
H 3.53413 -0.53504 3.98971 -0.4 -0.6 0.1
```
Forces are in eV/Å.

Net charge: -1
LUMO energy (eV): 2.44
HOMO-LUMO gap (eV): 3.156
Total energy (eV): -85338.344
HOMO (eV): -0.713

Which charges does Mulliken predict for the atoms? In e, they are:
1. C -1.50
2. C 0.20
3. H 0.43
4. H 0.09
5. H 0.34
6. C 0.37
7. C -1.72
8. H 0.36
9. H 0.38
10. H 0.30
11. H 0.38
12. Sn 0.34
13. Cl -0.59
14. Cl -0.31
15. H 0.32
16. H 0.35
17. C -0.95
18. C -1.00
19. N 0.27
20. H 0.26
21. C 0.27
22. O -0.69
23. H 0.29
24. H 0.21
25. H 0.30
26. H 0.33
27. H 0.19
28. H 0.27
29. C -0.98
30. C -0.88
31. N 0.37
32. H 0.27
33. C -0.20
34. O -0.44
35. H 0.28
36. H 0.38
37. H 0.36
38. H 0.35
39. O 0.07
40. C 0.04
41. C 0.70
42. C -0.34
43. H 0.31
44. C -0.80
45. H 0.53
46. C -0.57
47. H 0.38
48. C -0.58
49. C -0.65
50. H 0.42
51. H 0.35
52. H 0.36
53. Si 0.49
54. Cl -0.13
55. C -1.12
56. C -0.52
57. C -1.12
58. H 0.37
59. H 0.35
60. H 0.25
61. H 0.25
62. H 0.29
63. H 0.31
64. H -0.25
65. H 0.40
66. H 0.25
67. C -1.25
68. C 0.72
69. N -0.45
70. H 0.34
71. H 0.32
72. H 0.26



3.
Formula: C22H39F2IrN4O6PS2
Source: the Open Molecules 2025 dataset
Level of theory: wB97M-V/def2-TZVPD

The geometry in XYZ format:
```
77
Properties=species:S:1:pos:R:3:forces:R:3
Ir -0.33714 -2.65451 -1.20265 -0.4 -0.3 0.4
O 0.58111 -3.01914 2.95347 -0.1 -0.1 -0.1
C -0.23043 -3.17987 1.89535 -0.1 -0.1 0.1
O 0.07324 -3.84728 0.93978 0.2 0.0 -0.1
C -1.57352 -2.52560 2.07761 0.1 0.0 0.0
O -2.37535 -2.66252 0.94463 0.1 -0.1 0.0
C -2.87608 -3.98618 0.72540 -0.1 0.0 0.0
C -2.77131 -4.48816 -0.73387 -0.3 -0.2 0.3
O -3.40794 -5.50268 -0.97697 0.0 0.0 0.1
O -2.08100 -3.81193 -1.56316 0.3 0.3 -0.5
H 1.41814 -3.44245 2.70617 0.0 0.0 0.0
H -1.37881 -1.47107 2.25719 -0.1 0.1 0.0
H -2.02948 -2.95176 2.98219 -0.1 0.0 0.0
H -3.93433 -4.01104 0.99828 0.0 0.0 0.0
H -2.34718 -4.71102 1.34816 0.0 0.0 0.0
F 0.47680 -1.36762 -3.65550 -0.1 -0.1 0.3
C -0.61445 -1.94483 -3.01699 0.0 0.2 -0.4
F -1.57447 -0.91911 -3.03570 0.1 -0.1 0.1
H -0.99112 -2.72530 -3.69285 0.0 0.2 0.1
N 0.34311 -1.08093 -0.13611 0.0 -0.1 0.0
P -0.00861 0.39459 0.06747 0.3 0.0 0.2
N 0.80513 0.89655 1.46336 -0.3 0.1 -0.1
C 1.58964 -0.01390 2.27961 0.0 0.0 0.1
C 2.91199 0.63718 2.66368 0.0 -0.1 0.0
C 2.69222 1.90500 3.50412 0.0 0.0 0.0
C 1.31969 2.51936 3.21194 -0.1 0.1 0.0
C 0.93489 2.31673 1.75324 0.0 0.0 -0.1
N 0.42237 1.45832 -1.15283 -0.1 -0.1 -0.1
C -0.23225 2.72303 -1.46328 0.0 0.2 0.0
C 0.66258 3.60026 -2.33902 0.0 0.0 -0.1
C 2.09894 3.61836 -1.82690 0.0 0.1 0.0
C 2.67251 2.18823 -1.73767 0.1 -0.1 0.0
C 1.58411 1.14296 -1.97052 0.0 -0.1 0.0
N -1.56628 1.02797 0.35921 0.0 0.0 0.1
C -2.17844 1.01614 1.67942 0.1 -0.2 0.0
C -3.24055 2.10306 1.78944 0.0 0.1 0.0
C -4.31265 1.90684 0.72450 0.0 -0.1 0.0
C -3.66445 1.81665 -0.64949 0.1 0.1 -0.1
C -2.57037 0.75650 -0.66791 0.0 -0.1 -0.2
H 1.74556 -0.91900 1.69613 0.0 0.0 0.0
H 1.04435 -0.30685 3.19191 0.0 0.0 0.0
H 3.43985 0.88343 1.73821 0.0 0.0 0.0
H 3.53684 -0.07935 3.20185 0.0 0.0 0.0
H 3.47723 2.63429 3.28606 0.0 0.0 0.0
H 2.77451 1.67595 4.56972 0.0 0.0 0.0
H 1.31087 3.58432 3.45580 0.0 0.0 0.0
H 0.55638 2.04692 3.83726 0.0 0.0 0.0
H 1.69061 2.79010 1.10612 0.0 0.0 0.0
H -0.01097 2.82281 1.53583 0.0 0.0 0.0
H -0.45908 3.26797 -0.54216 0.0 0.0 0.0
H -1.19223 2.56313 -1.97084 0.1 0.0 0.0
H 0.24335 4.60955 -2.36106 0.0 0.0 0.0
H 0.64501 3.23911 -3.36994 0.0 0.0 0.0
H 2.11948 4.09377 -0.84153 0.0 0.0 0.0
H 2.71469 4.24365 -2.47788 0.0 0.0 0.0
H 3.09669 2.02186 -0.74337 0.0 0.0 0.0
H 3.48510 2.04620 -2.45471 0.0 0.0 0.0
H 1.92836 0.14330 -1.70973 0.0 0.0 0.0
H 1.29348 1.09019 -3.02265 0.0 0.0 -0.1
H -1.40647 1.15702 2.43279 0.1 0.0 0.1
H -2.67065 0.04559 1.86258 0.0 0.1 0.0
H -2.75760 3.07690 1.65920 0.0 0.0 0.0
H -3.68448 2.08537 2.78892 0.0 0.0 0.0
H -5.05927 2.70413 0.76064 0.0 0.0 0.0
H -4.84194 0.96907 0.92924 0.0 0.0 0.0
H -3.21187 2.78176 -0.90087 0.0 0.0 0.0
H -4.40860 1.59217 -1.41652 0.0 0.0 0.0
H -2.09012 0.70835 -1.64476 0.0 0.0 0.1
H -3.00708 -0.23568 -0.48552 -0.1 0.0 -0.1
C 4.22945 -3.33354 -3.01128 0.1 0.0 -0.1
O 3.16330 -4.08614 -3.57759 0.1 -0.2 -0.2
C 1.93059 -4.06892 -3.03297 0.1 0.0 0.3
S 0.72634 -4.85733 -3.81379 -0.1 -0.1 -0.1
S 1.82344 -3.23923 -1.51781 -0.1 0.7 -0.1
H 5.03185 -3.39918 -3.74416 0.0 0.0 0.0
H 4.56493 -3.76633 -2.06679 0.0 0.0 0.0
H 3.93786 -2.29619 -2.84914 0.0 0.0 0.0
```
Forces are in eV/Å.

Net charge: -1
LUMO energy (eV): 2.38
HOMO-LUMO gap (eV): 6.394
Total energy (eV): -80928.430
HOMO (eV): -4.013

Which charges does Mulliken predict for the atoms? In e, they are:
1. Ir 1.27
2. O -0.49
3. C 0.75
4. O -0.70
5. C -0.15
6. O -0.23
7. C -0.31
8. C 0.33
9. O -0.74
10. O -0.49
11. H 0.42
12. H -0.44
13. H 0.57
14. H 0.40
15. H 0.27
16. F -0.26
17. C -0.05
18. F -0.27
19. H 0.38
20. N -0.84
21. P -1.59
22. N 0.91
23. C -0.50
24. C -0.97
25. C -0.61
26. C -1.15
27. C -0.09
28. N 0.83
29. C -0.07
30. C -1.11
31. C -0.66
32. C -0.48
33. C -0.92
34. N 1.27
35. C -0.50
36. C -0.99
37. C -0.83
38. C -0.90
39. C -0.64
40. H 0.29
41. H 0.19
42. H 0.21
43. H 0.42
44. H 0.30
45. H 0.42
46. H 0.45
47. H 0.29
48. H -0.21
49. H 0.28
50. H 0.30
51. H 0.05
52. H 0.50
53. H 0.38
54. H 0.30
55. H 0.40
56. H -0.08
57. H 0.52
58. H 0.34
59. H 0.50
60. H 0.33
61. H -0.04
62. H 0.31
63. H 0.39
64. H 0.47
65. H 0.29
66. H 0.24
67. H 0.38
68. H 0.65
69. H 0.19
70. C -0.63
71. O -0.36
72. C 0.47
73. S -0.36
74. S -0.42
75. H 0.25
76. H 0.30
77. H 0.26